Record 1
Computed, not measured: the molecule C22H34N4O5S, with ωB97M-V with the def2-TZVPD basis set.

XYZ file:
```
66
C22H34N4O5S (ωB97M-V with the def2-TZVPD basis set)
C -3.21 -2.28 6.13
C -3.70 -2.25 4.68
C -3.59 -3.63 4.05
C -5.14 -1.73 4.62
O -2.80 -1.32 4.03
C -2.96 -1.03 2.72
O -3.78 -1.49 1.97
N -2.04 -0.10 2.35
C -1.89 0.33 0.99
C -2.54 1.72 0.78
C -2.31 2.23 -0.61
C -2.97 1.64 -1.69
C -2.72 2.06 -2.98
C -1.82 3.09 -3.22
C -1.17 3.69 -2.15
C -1.41 3.26 -0.86
C -0.41 0.43 0.66
O 0.42 0.66 1.52
N -0.12 0.26 -0.65
C 1.18 0.44 -1.27
C 2.24 -0.45 -0.62
S 3.93 0.01 -1.10
C 3.81 -0.15 -2.95
C 5.19 0.09 -3.55
C 6.11 -1.10 -3.29
C 5.42 -2.37 -3.77
C 4.07 -2.49 -3.06
O 3.24 -1.37 -3.30
C 1.63 1.91 -1.30
O 1.82 2.51 -2.34
N 1.81 2.46 -0.09
N 2.11 3.83 0.04
H -2.17 -2.61 6.16
H -3.82 -2.95 6.72
H -3.26 -1.28 6.56
H -3.93 -3.60 3.02
H -4.20 -4.34 4.60
H -2.55 -3.97 4.07
H -5.19 -0.73 5.04
H -5.48 -1.70 3.59
H -5.79 -2.38 5.19
H -1.32 0.18 3.00
H -2.40 -0.41 0.35
H -3.60 1.62 0.99
H -2.11 2.41 1.51
H -3.68 0.85 -1.50
H -3.23 1.59 -3.81
H -1.62 3.42 -4.22
H -0.47 4.49 -2.33
H -0.90 3.73 -0.03
H -0.91 0.17 -1.28
H 1.06 0.14 -2.32
H 2.22 -0.35 0.47
H 2.08 -1.50 -0.89
H 3.11 0.62 -3.27
H 5.07 0.23 -4.63
H 5.60 1.01 -3.13
H 6.31 -1.17 -2.22
H 7.06 -0.95 -3.80
H 5.26 -2.32 -4.85
H 6.02 -3.25 -3.54
H 4.24 -2.59 -1.98
H 3.50 -3.35 -3.42
H 1.56 1.97 0.76
H 2.03 4.23 -0.89
H 3.09 3.93 0.33
```

As for the HOMO energy: -0.31793 Ha. The LUMO energy comes out at 0.025 hartree. The frontier orbital gap is 0.3433 Eh. As for the charge: 0.

---

Record 2
Computed, not measured: the molecule C5H4F6, with ωB97M-V with the def2-TZVPD basis set.

XYZ file:
```
15
C5H4F6 (ωB97M-V with the def2-TZVPD basis set)
C -0.22 -1.41 1.04
C 0.44 0.43 -0.24
C 1.06 -0.68 0.65
C 0.01 0.04 -1.63
C -0.45 1.43 0.42
F -0.86 -2.11 0.14
F 1.73 -0.27 1.74
F 1.87 -1.54 -0.03
F -0.03 1.73 1.67
F -0.50 2.61 -0.20
F -1.68 1.01 0.60
H -0.99 -0.80 1.63
H 0.88 -0.50 -2.12
H -0.51 0.92 -2.20
H -0.75 -0.86 -1.46
```

As for the HOMO energy (spin up / spin down): -0.34875 / -0.34992 Ha. The LUMO energy (spin up / spin down) comes out at -0.038 / -0.020 hartree. The frontier orbital gap (spin up / spin down) is 0.3110 / 0.3295 Eh. As for the charge: 0.

---

The calculation returns the following max |F| values, one per record and in order: 0.019, 0.064 hartree/bohr.